1.
Entry from the OMol25 dataset: 7 unconnected molecules or ions with the total composition C39H68ClN3O7S at a distorted geometry (wB97M-V/def2-TZVPD).

Its HOMO energy is -7.15 eV. Its LUMO energy is -1.102 eV.

```
! RIJCOSX wB97M-V def2-TZVPD def2/J DEFGRID3
* xyz 0 1
C -0.3730 -5.0499 0.7839
C -0.8913 -3.5302 0.3156
C -2.5044 -3.3080 0.5145
O -3.0350 -2.1011 -0.1973
C -2.9515 -0.9080 0.6608
C -1.4538 -0.2235 0.9162
C -1.1705 1.0823 1.8682
N 0.1721 1.7243 2.1442
C 1.2013 1.0842 1.4985
C 1.4161 1.2566 -0.1513
C 2.3413 0.1298 2.2646
C -2.4781 1.7805 2.6429
N -2.4656 2.9765 3.5719
S -4.1678 3.2454 4.0218
N -4.9522 1.9042 3.1507
C -3.9459 1.1038 2.3538
C -4.2674 -0.1898 1.3996
C -5.7391 -0.8461 1.0988
Cl -7.1746 0.3073 1.3074
C -6.0416 -2.2447 1.9304
C -7.5234 -2.7855 1.3832
H -0.6318 -5.2106 1.9166
H -0.7480 -5.8972 0.0686
H 0.8169 -5.0032 0.7117
H -0.3575 -2.7894 1.0835
H -0.4830 -3.2256 -0.7489
H -3.0473 -4.2844 0.1150
H -2.6899 -3.1902 1.6766
H -0.5540 -0.7495 0.3384
H 2.2945 2.0064 -0.3751
H 0.3740 1.5936 -0.5662
H 1.6743 0.1794 -0.5501
H 1.8889 -0.9088 2.5771
H 3.2215 -0.0625 1.4819
H 2.8251 0.6697 3.1884
H -5.7309 -1.1630 -0.0522
H -5.1860 -2.9922 1.6325
H -6.1318 -2.0810 3.0894
H -7.5521 -3.9526 1.2279
H -7.8175 -2.3091 0.3444
H -8.3706 -2.5067 2.1758
C 6.5963 3.3595 -1.5614
C 5.3616 3.4652 -0.7040
C 5.1396 2.0269 -0.2897
O 6.4310 1.4054 -0.2353
C 7.3853 2.2829 -0.8489
H 7.1469 4.2988 -1.6568
H 6.3220 3.0185 -2.5667
H 5.5747 4.0797 0.1787
H 4.5020 3.8975 -1.2222
H 4.5402 1.4878 -1.0309
H 4.6489 1.9422 0.6843
H 8.0077 2.7079 -0.0538
H 8.0266 1.7137 -1.5275
C 5.2990 1.8844 -7.1988
C 6.5676 2.6734 -7.0019
C 6.3991 3.1976 -5.5924
O 5.6190 2.2286 -4.8786
C 5.0752 1.2960 -5.8230
H 5.3710 1.1244 -7.9809
H 4.4759 2.5626 -7.4537
H 7.4330 2.0020 -7.0498
H 6.7101 3.4682 -7.7385
H 5.8470 4.1433 -5.5834
H 7.3558 3.3472 -5.0837
H 5.6129 0.3490 -5.7045
H 4.0171 1.1261 -5.6060
C -12.3323 -1.4584 1.9527
C -12.7121 -2.5274 0.9609
C -11.3724 -3.1548 0.6428
O -10.5621 -3.0246 1.8191
C -11.2159 -2.1259 2.7257
H -13.1594 -1.1368 2.5907
H -11.9462 -0.5800 1.4220
H -13.3651 -3.2648 1.4425
H -13.2246 -2.1436 0.0752
H -10.8678 -2.6235 -0.1711
H -11.4582 -4.2106 0.3699
H -11.6097 -2.7192 3.5582
H -10.4913 -1.4084 3.1206
C 2.1155 5.2971 4.1366
C 2.5829 6.4800 3.3285
C 3.6187 5.8539 2.4203
O 3.2096 4.4978 2.1953
C 2.1569 4.1805 3.1163
H 1.1262 5.4318 4.5812
H 2.8297 5.0930 4.9432
H 1.7515 6.8732 2.7317
H 2.9845 7.2959 3.9349
H 4.6041 5.8309 2.8977
H 3.7069 6.3756 1.4629
H 1.2214 4.1271 2.5488
H 2.3459 3.2038 3.5702
C 11.2075 1.4291 -4.9677
C 11.2531 2.6028 -4.0237
C 10.6725 3.7138 -4.8712
O 9.7428 3.1037 -5.7771
C 9.9221 1.6816 -5.7249
H 11.2221 0.4592 -4.4642
H 12.0608 1.4722 -5.6550
H 10.6026 2.4111 -3.1622
H 12.2554 2.8293 -3.6516
H 11.4480 4.2047 -5.4686
H 10.1597 4.4728 -4.2733
H 9.0613 1.2556 -5.1980
H 9.9460 1.2754 -6.7399
C -5.6287 -7.4979 3.7296
C -7.1110 -7.6173 3.4860
C -7.4959 -6.1889 3.1679
O -6.3548 -5.5784 2.5495
C -5.2255 -6.4462 2.7194
H -5.0857 -8.4383 3.6058
H -5.4482 -7.1284 4.7461
H -7.2931 -8.2564 2.6140
H -7.6643 -8.0296 4.3336
H -7.7231 -5.6260 4.0794
H -8.3564 -6.1265 2.4955
H -5.0011 -6.8965 1.7463
H -4.3583 -5.8639 3.0428
*
```

Löwdin population analysis, charges in e, atoms 1 to 6: C -0.14; C -0.24; C -0.20; O -0.17; C -0.10; C 0.03


2.
Entry from the OMol25 dataset: 6 unconnected molecules or ions with the total composition C39H68F2N5O5PSi2 at a distorted geometry (wB97M-V/def2-TZVPD).

Its HOMO energy is -8.39 eV. The energy above the lowest of the compared OMol25 structures with the same formula, charge and spin comes out at 19.634 eV. Its LUMO energy is 0.170 eV.

```
! RIJCOSX wB97M-V def2-TZVPD def2/J DEFGRID3
* xyz 0 1
C 1.8096 0.3725 -1.5056
C 0.4334 0.9747 -0.8248
C -0.6190 -0.2056 -0.3241
O -1.9289 0.0285 -0.5579
O -0.1811 -1.4532 0.3833
C 0.5038 -0.9608 1.5890
C 0.6864 -2.0723 2.7804
Si 2.5584 -2.3287 3.3180
C 3.5483 -2.5470 1.6775
C 3.8740 -4.1255 1.2880
C 2.5621 -3.8626 4.4816
P 4.2914 -4.4931 4.9895
O 4.8607 -5.6760 4.1058
O 4.1017 -5.1654 6.6231
O 5.5185 -3.2649 5.1215
C 3.1532 -0.6825 4.1574
F 2.6383 0.5220 3.4042
F 4.6368 -0.6455 3.9812
C 2.6494 -0.4917 5.7055
C 3.8439 -0.4339 6.8262
Si 4.7299 1.2681 6.9933
C 4.3915 2.2082 8.6392
C 4.2166 2.4394 5.5021
C 6.6369 0.9072 6.6894
C 7.2520 -0.4438 7.4589
C 8.8349 -0.8784 7.2401
C 9.7861 0.0308 6.2458
C 9.1500 1.3791 5.5202
C 7.5607 1.8513 5.7137
H 1.7840 0.6897 -2.6427
H 2.7751 0.8957 -1.0464
H 1.8851 -0.8063 -1.4590
H 0.7720 1.6249 0.1120
H -0.0778 1.7209 -1.5855
H -0.1664 -0.0729 2.0177
H 1.5459 -0.4757 1.2956
H 0.3671 -3.1216 2.3105
H -0.0113 -1.9160 3.7115
H 2.8986 -2.1324 0.7662
H 4.5446 -1.8904 1.6522
H 3.4572 -4.3299 0.1951
H 5.0384 -4.2180 1.2190
H 3.3550 -4.9033 1.9919
H 1.8817 -3.6989 5.4225
H 2.0510 -4.7492 3.8669
H 4.9977 -5.4997 6.9511
H 6.0632 -3.2028 4.2694
H 1.9161 0.4449 5.8061
H 1.9820 -1.4483 5.9600
H 4.6227 -1.3245 6.6675
H 3.3493 -0.6607 7.8887
H 3.8117 1.5621 9.4248
H 3.7023 3.1436 8.3643
H 5.3874 2.6958 9.0815
H 4.4450 3.5451 5.8550
H 4.9423 2.2268 4.5961
H 3.0886 2.3252 5.2079
H 6.6128 -1.1488 8.1488
H 9.3127 -1.8457 7.7509
H 10.9098 -0.2120 5.9996
H 9.7883 2.0715 4.7874
H 7.0831 2.7810 5.1871
C -3.7097 0.8086 -3.0367
C -4.7820 0.0273 -3.7894
C -4.1979 -1.0110 -4.7493
C -3.3350 -0.3187 -5.7917
N -2.6193 0.2558 -6.6564
H -3.0782 1.3875 -3.7181
H -4.1728 1.5174 -2.3429
H -3.0668 0.1353 -2.4583
H -5.4120 0.7336 -4.3438
H -5.4278 -0.4793 -3.0637
H -5.0052 -1.5528 -5.2533
H -3.5889 -1.7399 -4.2037
C 0.8438 3.5733 -6.2996
C 0.4946 4.2265 -4.9661
C 1.7114 4.8319 -4.2635
C 2.7317 3.7430 -3.9741
N 3.5780 2.8396 -3.7340
H 1.5335 2.7333 -6.1700
H -0.0590 3.1807 -6.7783
H 1.3049 4.2965 -6.9820
H 0.0244 3.4779 -4.3169
H -0.2472 5.0139 -5.1396
H 1.4070 5.2990 -3.3210
H 2.1740 5.6020 -4.8903
C -5.2091 1.6746 -8.3308
C -6.1470 1.0154 -9.3371
C -7.0969 2.0109 -10.0058
C -7.9679 2.6764 -8.9526
N -8.6904 3.2283 -8.0789
H -5.7607 2.1290 -7.5016
H -4.5307 0.9312 -7.9002
H -4.6035 2.4524 -8.8099
H -6.7247 0.2359 -8.8256
H -5.5481 0.5185 -10.1084
H -7.7376 1.4925 -10.7269
H -6.5321 2.7794 -10.5445
C 0.8815 -8.1856 9.1003
C 0.6104 -8.3198 7.6052
C 1.4192 -7.3314 6.7629
C 1.0601 -5.9076 7.1561
N 0.7621 -4.7267 7.4823
H 0.5906 -7.1999 9.4770
H 0.3047 -8.9294 9.6592
H 1.9436 -8.3402 9.3221
H -0.4613 -8.1727 7.4245
H 0.8530 -9.3408 7.2903
H 1.2003 -7.4767 5.6998
H 2.4931 -7.4867 6.9128
C -10.3335 6.1201 -9.3513
C -11.7042 6.6479 -9.7633
C -12.5715 5.5856 -10.4414
C -11.8848 5.0917 -11.7044
N -11.3151 4.6821 -12.7521
H -9.7474 5.7977 -10.2178
H -9.7607 6.9042 -8.8460
H -10.4300 5.2714 -8.6646
H -11.5673 7.5023 -10.4373
H -12.2239 7.0198 -8.8733
H -13.5467 6.0087 -10.7045
H -12.7396 4.7384 -9.7677
*
```

Löwdin population analysis, charges in e, atoms 1 to 6: C -0.13; C -0.14; C -0.23; O -0.04; O -0.11; C -0.26